(A)
# C2H9NO4

3 unconnected molecules or ions with the total composition C2H9NO4 (wB97M-V/def2-TZVPD, OMol25).

The geometry in XYZ format:
```
16
Properties=species:S:1:pos:R:3:mulliken_charge:R:1
O 2.191 1.313 -0.145 -0.46
C 1.655 0.500 0.546 0.33
O 0.293 0.395 0.814 -0.42
C 2.376 -0.483 1.460 -0.32
N 3.613 -0.966 0.855 -0.55
H 0.071 0.814 -0.023 0.37
H 1.552 -1.290 1.491 0.23
H 2.473 -0.203 2.485 0.38
H 4.068 -1.675 1.485 0.23
H 3.400 -1.245 -0.132 0.21
H -7.273 1.862 -0.972 0.31
H -7.483 0.939 0.106 0.31
O -6.775 1.338 -0.367 -0.63
H -0.874 -0.595 -2.520 0.32
H 0.750 -0.360 -2.241 0.33
O -0.038 -0.343 -2.843 -0.64
```

Multiplicity: 1
E_LUMO in eV: 0.5
Orbital gap in Eh: 0.36662

***

(B)
# C2H9NO4

3 unconnected molecules or ions with the total composition C2H9NO4 (wB97M-V/def2-TZVPD, OMol25).

The geometry in XYZ format:
```
16
Properties=species:S:1:pos:R:3:mulliken_charge:R:1
O 1.104 -0.510 -1.867 -0.62
C 0.985 0.145 -0.848 0.06
N 0.365 -0.262 0.280 -0.05
C -0.308 -1.554 0.394 -0.55
O -1.678 -1.382 0.532 -0.55
H 1.237 1.220 -0.821 0.36
H 0.623 0.223 1.127 0.21
H -0.080 -2.124 -0.507 0.40
H 0.100 -2.088 1.241 0.35
H -1.969 -0.976 -0.303 0.41
H 0.939 2.907 3.191 0.31
H 2.262 3.015 2.439 0.32
O 1.415 2.555 2.434 -0.62
H -0.935 -0.691 -2.350 0.33
H -2.182 0.089 -2.790 0.31
O -1.878 -0.565 -2.152 -0.66
```

Multiplicity: 1
E_LUMO in eV: 0.5
Orbital gap in Eh: 0.38184

***

Sorted by energy, starting with the most stable: (B), (A).